Formula: C2H5N3
Source: the Open Molecules 2025 dataset
Level of theory: wB97M-V/def2-TZVPD

Values from the calculation:
E_LUMO in eV: 0.94
Max |F| in Eh/bohr: 0.02299
Energy above the lowest of the compared OMol25 structures with the same formula, charge and spin in eV: 0.228
SMILES: [H]/N=C/N=C\N
Kohn-Sham gap in eV: 10.181
E in a.u.: -243.45357

ORCA input file:
```
! wB97M-V def2-TZVPD RIJCOSX def2/J DEFGRID3
* xyz 0 1
N -0.2730 -1.5136 -0.6866
C -0.3168 -1.0407 0.5840
C 0.5155 1.1916 0.3535
N 0.0792 0.0825 0.9939
N -0.2485 1.9982 -0.2491
H -0.1302 -0.8442 -1.4268
H -0.7644 -2.3560 -0.9216
H 0.1995 2.8587 -0.5465
H -0.6474 -1.7563 1.3306
H 1.5860 1.3799 0.5685
*
```

---

Formula: C21H42BrCl24N2O
Source: the Open Molecules 2025 dataset
Level of theory: wB97M-V/def2-TZVPD

Values from the calculation:
E_LUMO (spin up / spin down) in eV: 0.28 / -0.65
Max |F| in Eh/bohr: 0.10378
<S²>: 0.75
Kohn-Sham gap (spin up / spin down) in eV: 9.204 / 8.990
E in a.u.: -14628.55673

ORCA input file:
```
! wB97M-V def2-TZVPD RIJCOSX def2/J DEFGRID3
* xyz 0 2
C 2.4201 2.5824 -1.4596
C 1.1101 1.9740 -0.9343
C -0.0437 2.8813 -1.3530
C 1.1239 1.8314 0.6173
C 0.7646 0.4377 1.1362
N -0.6563 0.1498 1.1744
Br 1.3549 0.4213 3.0381
C 1.5160 -0.7011 0.4468
C 1.6947 -0.5406 -1.0906
C 1.1510 -1.7852 -1.7927
C 3.1762 -0.3595 -1.4348
N 0.8703 0.6249 -1.5503
O -0.3613 0.3417 -1.7345
H 2.6486 2.2232 -2.4624
H 3.2798 2.3393 -0.8385
H 2.3364 3.6695 -1.4831
H -0.9658 2.6423 -0.8246
H -0.2341 2.8042 -2.4245
H 0.2310 3.9140 -1.1262
H 0.3845 2.5299 1.0198
H 2.0865 2.1365 1.0321
H -1.1426 0.7266 1.8472
H -1.0465 0.3472 0.2544
H 2.5012 -0.8028 0.9084
H 0.9635 -1.6194 0.6542
H 1.8549 -2.6118 -1.6822
H 1.0028 -1.5922 -2.8572
H 0.1947 -2.0555 -1.3513
H 3.6619 -1.3363 -1.4220
H 3.3098 0.0814 -2.4210
H 3.6857 0.2831 -0.7155
C -2.4628 -2.1515 -0.4238
Cl -3.7110 -2.4569 0.7924
Cl -2.0759 -3.5936 -1.3874
H -2.8328 -1.3927 -1.1043
H -1.5620 -1.8248 0.0814
C -5.1913 -5.3567 -1.3069
Cl -5.2474 -5.7114 -3.0341
Cl -6.6291 -4.5158 -0.7203
H -5.0890 -6.2745 -0.7413
H -4.3363 -4.7091 -1.1585
C -4.9362 -1.7253 -4.5298
Cl -4.6792 -2.2129 -2.8545
Cl -5.3658 -0.0142 -4.6746
H -4.0139 -1.8906 -5.0754
H -5.7525 -2.3139 -4.9313
C -4.6060 1.2951 3.3040
Cl -3.9839 0.1287 4.4722
Cl -3.3213 1.9680 2.2795
H -5.3168 0.7930 2.6600
H -5.0503 2.1238 3.8380
C 6.7166 3.3677 -1.0978
Cl 6.1203 2.0179 -2.0722
Cl 6.0033 4.9117 -1.5793
H 6.4523 3.1813 -0.0640
H 7.7896 3.4313 -1.2267
C -6.4069 4.6697 5.8589
Cl -6.9846 3.1395 6.5246
Cl -5.9610 4.5264 4.1509
H -7.1987 5.4036 5.9388
H -5.5253 4.9714 6.4102
C -1.1306 0.1682 -3.5400
Cl -1.2047 -1.5447 -3.1203
Cl -1.5142 0.4585 -5.2438
H -1.8574 0.6958 -2.9345
H -0.1244 0.5222 -3.3540
C 5.1462 -2.1413 -4.6454
Cl 5.2164 -0.3778 -4.7374
Cl 3.5492 -2.7206 -4.1563
H 5.3775 -2.5488 -5.6214
H 5.8643 -2.4674 -3.9031
C 1.7757 3.6087 4.9579
Cl 2.3924 4.0156 3.3517
Cl 0.9514 4.9620 5.7395
H 1.0688 2.7958 4.8431
H 2.6140 3.3209 5.5811
C 3.8541 2.3543 8.8564
Cl 3.7084 1.0484 7.6691
Cl 3.1804 3.8735 8.2562
H 3.3065 2.0663 9.7448
H 4.9054 2.5035 9.0674
C -4.7542 -6.9008 -6.8023
Cl -3.9098 -7.0779 -8.3435
Cl -4.9709 -5.2088 -6.3346
H -5.7344 -7.3509 -6.8957
H -4.1667 -7.3853 -6.0322
C 4.4105 -1.5510 3.6345
Cl 5.0789 -2.8538 4.6233
Cl 5.5833 -0.9025 2.4768
H 3.5683 -1.9389 3.0756
H 4.1005 -0.7454 4.2879
*
```

---

Formula: C43H58FInN9
Source: the Open Molecules 2025 dataset
Level of theory: wB97M-V/def2-TZVPD

Values from the calculation:
E_LUMO in eV: 1.72
Max |F| in Eh/bohr: 0.06038
Kohn-Sham gap in eV: 5.850
E in a.u.: -2455.95147

ORCA input file:
```
! wB97M-V def2-TZVPD RIJCOSX def2/J DEFGRID3
* xyz -1 1
C 1.9659 1.6734 0.4125
C 2.7248 1.2593 -0.9112
C 2.6551 -0.2917 -1.2275
F 1.4325 -0.5093 -1.9686
In 2.9529 -1.6452 0.5569
C 4.7500 -2.9421 0.1127
N 6.0331 -2.2548 0.5539
C 1.2278 -3.0369 0.9964
C -0.1435 -2.3868 0.7267
C -0.8751 -1.7941 1.8494
C -2.1476 -1.1480 1.5581
C -2.7400 -1.0617 0.2229
C -2.0283 -1.6867 -0.9017
C -0.7563 -2.3274 -0.5970
H 2.6056 1.4485 1.3009
H 1.8658 2.8000 0.3870
H 0.9723 1.1627 0.4637
H 3.8080 1.5506 -0.8267
H 2.2848 1.8148 -1.7937
H 3.5030 -0.4974 -1.9499
H 3.3076 -0.6266 1.9810
H 4.6197 -3.9040 0.6903
H 4.7617 -3.1817 -0.9885
H 6.3906 -2.8404 1.3125
H 6.6967 -2.3864 -0.2158
H 1.3328 -4.0528 0.5146
H 1.2658 -3.2428 2.1079
H -0.4858 -1.8278 2.8947
H -2.7102 -0.6657 2.3886
H -3.7010 -0.5367 0.0345
H -2.3804 -1.6752 -1.9541
H -0.1729 -2.7820 -1.4398
N 9.3552 -4.0432 1.6505
C 9.7639 -5.2329 1.1113
C 10.5596 -4.9550 0.0297
C 10.6380 -3.5426 -0.0847
C 9.8873 -3.0090 0.9308
H 8.7567 -3.9442 2.4519
H 9.4527 -6.1710 1.5418
H 11.0335 -5.6845 -0.6083
H 11.1835 -2.9816 -0.8272
H 9.6845 -1.9854 1.2022
N -6.8523 0.2552 0.8248
C -6.2413 0.5031 2.0266
C -6.6244 -0.4758 2.9057
C -7.4951 -1.3515 2.2084
C -7.6139 -0.8767 0.9275
H -6.7551 0.8166 -0.0039
H -5.5885 1.3537 2.1500
H -6.3128 -0.5558 3.9352
H -7.9791 -2.2316 2.6012
H -8.1736 -1.2447 0.0828
N -7.3055 3.6922 1.9337
C -7.0687 4.4125 3.0720
C -7.4763 5.7031 2.8501
C -7.9846 5.7626 1.5278
C -7.8683 4.5053 0.9883
H -7.0975 2.7136 1.8120
H -6.6300 3.9460 3.9393
H -7.4172 6.5138 3.5590
H -8.3905 6.6288 1.0278
H -8.1358 4.1214 0.0163
N -2.5554 2.1800 4.5299
C -2.1757 2.5247 3.2589
C -0.8111 2.4235 3.1829
C -0.3478 1.9965 4.4539
C -1.4457 1.8522 5.2629
H -3.5002 2.1685 4.8707
H -2.9087 2.8117 2.5218
H -0.2106 2.6310 2.3108
H 0.6756 1.8145 4.7420
H -1.5338 1.5463 6.2931
N -5.5928 6.8092 -0.9845
C -4.2314 6.9398 -0.9438
C -3.8723 7.9151 -1.8390
C -5.0640 8.3956 -2.4393
C -6.1084 7.6963 -1.8898
H -6.1326 6.1612 -0.4326
H -3.6373 6.3279 -0.2839
H -2.8651 8.2474 -2.0398
H -5.1467 9.1672 -3.1888
H -7.1709 7.7522 -2.0652
N 1.2291 -6.8263 -1.0111
C 0.8001 -8.1040 -0.7696
C 1.8993 -8.8693 -0.4723
C 3.0347 -8.0184 -0.5310
C 2.5880 -6.7648 -0.8627
H 0.6368 -6.0507 -1.2584
H -0.2462 -8.3569 -0.8314
H 1.8894 -9.9223 -0.2373
H 4.0618 -8.2939 -0.3498
H 3.1177 -5.8357 -1.0073
N 2.8825 -7.3372 -4.4190
C 4.0494 -7.9375 -4.8025
C 4.3803 -7.4645 -6.0470
C 3.3760 -6.5377 -6.4261
C 2.4678 -6.4788 -5.4000
H 2.4034 -7.5007 -3.5475
H 4.5416 -8.6487 -4.1590
H 5.2481 -7.7511 -6.6204
H 3.3252 -5.9768 -7.3463
H 1.5641 -5.9022 -5.2841
N 0.0295 8.7268 -0.6895
C 0.4343 7.5381 -1.2355
C 1.2314 7.8185 -2.3148
C 1.3161 9.2307 -2.4220
C 0.5671 9.7632 -1.4045
H -0.5690 8.8234 0.1122
H 0.1196 6.5986 -0.8104
H 1.7026 7.0903 -2.9559
H 1.8649 9.7927 -3.1614
H 0.3694 10.7866 -1.1285
*
```

---

Formula: C29H61N7O5
Source: the Open Molecules 2025 dataset
Level of theory: wB97M-V/def2-TZVPD

Values from the calculation:
E_LUMO in eV: 0.30
Max |F| in Eh/bohr: 0.12917
Energy above the lowest of the compared OMol25 structures with the same formula, charge and spin in eV: 4.831
SMILES: CCCCCCCCC[C@H](C#N)[C@](C#N)(CC=O)CC(N)(N)N.COCCNCCOC.COCCNCCOC
Kohn-Sham gap in eV: 9.179
E in a.u.: -1900.77049

ORCA input file:
```
! wB97M-V def2-TZVPD RIJCOSX def2/J DEFGRID3
* xyz 0 1
C 6.0445 -0.4247 2.1871
C 5.7552 0.4740 3.4963
C 4.2677 1.1066 3.5328
C 4.1630 2.5423 2.7671
C 2.6443 2.8358 2.3242
C 2.3527 2.6850 0.7483
C 2.9920 1.3770 0.0582
C 1.9656 0.4960 -0.8082
C 0.6662 -0.0193 -0.0097
C 0.9600 -0.5684 1.4734
C 2.2447 -1.5405 1.5164
N 3.0428 -2.4073 1.2251
C -0.3388 -1.1796 2.2255
C -0.1711 -1.1972 3.8436
N -0.1003 -0.7427 4.9702
C -0.3890 -2.7708 1.8067
C 0.2049 -3.7344 2.9617
O -0.4794 -4.5107 3.6824
C -1.7419 -0.5668 1.7512
C -2.0602 0.9362 2.2252
N -0.8943 1.7735 2.5974
N -3.1397 0.9195 3.2825
N -2.6976 1.6251 1.0347
H 5.7686 -1.5290 2.3010
H 5.5522 -0.0362 1.2285
H 7.1929 -0.3999 2.0056
H 5.9562 -0.2022 4.4182
H 6.4960 1.3566 3.4652
H 3.5849 0.3642 2.9678
H 3.8746 1.1546 4.6160
H 4.8813 2.4965 1.8759
H 4.5903 3.3188 3.5044
H 1.9292 2.2118 2.9653
H 2.4316 3.9459 2.5910
H 1.2185 2.7725 0.5337
H 2.8208 3.6200 0.2417
H 3.5920 0.7176 0.8030
H 3.7936 1.7655 -0.6892
H 1.5707 1.1918 -1.6520
H 2.4387 -0.4145 -1.3156
H -0.1160 0.8309 -0.0389
H 0.2052 -0.8883 -0.6210
H 1.2693 0.3601 2.1012
H -1.5185 -3.0439 1.7386
H 0.0414 -2.9712 0.7659
H 1.3625 -3.7191 3.0810
H -2.5650 -1.2392 2.2245
H -1.9197 -0.6602 0.6081
H -0.2137 1.8947 1.8366
H -0.4609 1.5041 3.4902
H -3.2499 1.8497 3.7100
H -2.9528 0.1929 3.9913
H -2.7092 2.6455 1.1672
H -3.6296 1.2347 0.8434
C -6.7764 -7.2689 1.6720
O -5.8385 -7.5467 0.6425
C -6.2985 -7.1667 -0.6561
C -5.4816 -5.9890 -1.1914
N -5.7849 -4.7575 -0.4606
C -4.8665 -3.6559 -0.7562
C -3.3953 -3.8396 -0.3499
O -3.1861 -3.8864 1.0587
C -3.3459 -5.1750 1.6391
H -6.4062 -7.7176 2.5954
H -6.8703 -6.1922 1.8301
H -7.7555 -7.7011 1.4404
H -7.3711 -6.9475 -0.6660
H -6.1331 -8.0285 -1.3104
H -5.7119 -5.8442 -2.2520
H -4.4222 -6.2510 -1.1011
H -5.7449 -4.9465 0.5353
H -5.2535 -2.7791 -0.2273
H -4.9196 -3.4256 -1.8260
H -2.8530 -2.9533 -0.6987
H -2.9220 -4.6933 -0.8459
H -3.0619 -5.9797 0.9559
H -4.3742 -5.3089 1.9813
H -2.7028 -5.2301 2.5212
C 4.3810 6.1283 -4.1892
O 3.2216 6.4990 -4.9203
C 3.0504 5.7476 -6.1240
C 1.8331 4.8274 -6.0139
N 2.0820 3.7287 -5.0796
C 0.8825 2.9578 -4.7437
C -0.2348 3.6917 -3.9846
O 0.1214 4.0732 -2.6593
C 0.7940 5.3207 -2.5631
H 4.5076 6.8417 -3.3730
H 4.2639 5.1322 -3.7562
H 5.2734 6.1593 -4.8230
H 3.9524 5.1881 -6.3927
H 2.8644 6.4739 -6.9216
H 1.6036 4.4149 -7.0018
H 0.9837 5.4373 -5.6890
H 2.4677 4.1068 -4.2210
H 1.2162 2.1205 -4.1223
H 0.4706 2.5229 -5.6611
H -1.0651 2.9859 -3.8745
H -0.6386 4.5424 -4.5434
H 0.4769 6.0281 -3.3339
H 1.8750 5.1687 -2.6045
H 0.5667 5.7533 -1.5855
*
```